Entry 1:
A structure of composition C51H58BaN6O2Si in a non-equilibrium geometry. Source: the Open Molecules 2025 dataset; level of theory: ωB97M-V with the def2-TZVPD basis set.

Geometry as ORCA input:
```
! wB97M-V def2-TZVPD RIJCOSX def2/J DEFGRID3
* xyz 0 1
Ba -0.30814 0.23752 -0.54371
Si -0.57974 -1.94572 1.72883
O -2.67426 0.65315 0.60793
O -1.17837 2.26560 -0.91013
N 1.07316 -1.86407 -2.71269
N -2.24396 -0.90217 -2.26585
N -0.29811 0.29249 -3.94325
N 3.26427 0.46831 0.98232
N 1.81098 3.14017 1.77265
N 2.08009 2.08904 -2.52913
C 0.83019 -1.89501 -4.02418
C 2.58121 -3.48684 -4.38680
C 0.55075 3.27572 2.48405
C -1.04227 -2.20955 4.61681
C -1.10765 0.01727 3.78950
C 1.63454 -3.37346 3.08880
C -0.91588 -1.33776 3.52892
C -2.75541 5.50138 -0.77594
C 3.01684 -5.02942 2.01699
C 4.23824 -0.05647 0.04047
C -3.84374 4.06568 0.79173
C -3.16166 -1.60656 -1.59801
C -3.01671 2.99189 0.42079
C -2.05811 -4.52288 1.59224
C -1.46893 -0.38515 6.12723
C -3.20485 1.67552 1.03905
C 2.87517 -0.58565 1.90624
C -3.20953 -5.30133 1.55707
C 2.01882 0.96073 -4.66409
C -2.00886 3.19581 -0.56501
C -3.99800 0.41383 -3.19554
C -0.30507 -1.03566 -4.53109
C 3.82649 3.59320 -1.89841
C -1.91884 4.48049 -1.15348
C 1.56049 -2.69929 -4.89204
C -3.38813 -2.55025 1.60307
C 0.51330 1.24128 -4.68872
C -1.62228 0.89478 -3.80692
C 2.61778 2.95188 -1.67448
C -4.93877 -0.30589 -2.48269
C 0.82944 -3.23648 1.95475
C -3.73111 5.30579 0.20931
C 4.53253 3.28027 -3.04911
C 3.80593 1.61560 1.69610
C -4.51691 -1.34859 -1.67326
C 2.05910 -2.62160 -2.23748
C 2.33857 4.46096 1.47886
C -4.07852 1.55861 2.26757
C -2.11187 -3.12723 1.61287
C -1.30659 -1.74660 5.89606
C -4.45984 -4.70283 1.55142
C 2.71223 -4.24939 3.12270
C -4.54336 -3.31660 1.57917
C -1.37734 0.49986 5.06581
C 2.22846 -4.92400 0.87866
C 3.98089 2.37709 -3.94059
C 2.84425 -3.44585 -3.02797
C 2.73535 1.82473 -3.65773
C -2.65350 0.08401 -3.06338
C 2.78371 2.36903 2.54072
C 1.15991 -4.03921 0.85648
H 2.05251 3.12417 -0.76949
H 0.16036 2.28980 2.73018
H -0.93875 -3.27711 4.45427
H -5.98993 -0.05995 -2.56332
H -0.17529 3.79401 1.85450
H -1.07265 0.71547 2.95923
H 2.25079 1.65518 3.17135
H -3.80058 2.29905 3.01701
H 2.23129 -0.08631 -4.43580
H 5.14167 -0.43932 0.54462
H 0.55915 -3.96811 -0.04674
H 4.48197 2.13190 -4.86780
H -1.48051 1.81936 -3.23859
H 4.27286 2.29429 0.97804
H 2.64139 -1.49009 1.34887
H 1.33421 -2.69526 -5.95017
H 5.48659 3.74713 -3.25761
H -1.67404 -0.02182 7.12599
H -4.38356 6.11504 0.50579
H 3.63294 -4.03764 -2.58531
H 4.54114 0.72060 -0.66255
H -5.35722 -5.30830 1.53403
H 1.66932 4.99466 0.80345
H -5.51371 -2.83225 1.58624
H 3.33324 3.03581 3.22667
H 1.42730 -2.77060 3.96525
H 0.15988 1.30342 -5.73358
H 3.85243 -5.71727 2.04368
H -3.12751 -6.38149 1.54551
H 4.21112 4.30879 -1.18499
H 2.43598 1.15118 -5.65424
H -0.28456 -1.00090 -5.63187
H -5.12593 1.72128 2.00785
H -1.09763 -5.02279 1.61195
H 3.16668 -4.11600 -5.04468
H -4.60109 3.90994 1.54829
H -2.04976 1.17815 -4.78500
H 2.22188 -2.57697 -1.16663
H -1.15232 4.62718 -1.90485
H -5.21072 -1.94691 -1.10063
H 3.31804 -4.32265 4.01781
H 3.68037 -0.82715 2.62109
H -1.39533 -2.44741 6.71714
H 3.31707 4.38390 1.00378
H 4.60645 1.27913 2.38157
H -2.78588 -2.40000 -0.96380
H 3.79722 -0.87655 -0.52652
H -2.65522 6.47375 -1.24337
H -1.51746 1.56217 5.22924
H 0.65723 3.84454 3.42384
H 0.34550 2.21776 -4.23616
H -3.96396 0.56137 2.68477
H -1.22562 -1.53863 -4.23865
H 1.98086 -0.31740 2.47006
H 2.45362 5.06525 2.39447
H 2.44591 -5.53408 0.00940
H -4.29173 1.22755 -3.84536
H -3.47236 -1.46896 1.60830
*
```

## Properties
Energy above the lowest of the compared OMol25 structures with the same formula, charge and spin = 10.57 kcal per mole
Total energy = -2772.26998 hartree
HOMO = -6.1 eV

=====

Entry 2:
The molecule C23H25ClFN3O3S. Source: the Open Molecules 2025 dataset; level of theory: ωB97M-V with the def2-TZVPD basis set.

Geometry as ORCA input:
```
! wB97M-V def2-TZVPD RIJCOSX def2/J DEFGRID3
* xyz 0 1
Cl -0.31808 1.32638 -2.18770
S -1.96010 -5.48430 -1.60870
F 1.08122 -3.53600 -2.03808
O -1.29296 -3.65563 -4.75966
O -2.69752 0.66284 1.10365
O 3.05539 4.81728 -0.06026
N -1.24564 -0.29829 2.55149
N 1.14478 3.03547 1.07738
N -1.48333 -2.69319 -2.72356
C 3.39766 3.94095 0.98492
C 1.49197 0.24918 -0.53415
C -1.96430 -3.98064 -0.69937
C 0.59886 0.00014 -1.56534
C -2.08795 -4.00673 0.68385
C -2.08914 -2.83397 1.41179
C -2.05749 -0.30254 1.46618
C 2.01039 4.27498 -0.83362
C -1.98457 -1.58502 -0.63838
C -0.99731 0.87112 3.36267
C 0.41620 -1.27735 -2.09310
C 0.78275 3.97557 0.02450
C -1.73622 -3.67600 -3.63274
C -1.85272 -2.75788 -1.37377
C -0.61335 -1.59737 -3.14185
C 2.24675 -0.79082 -0.02218
C -2.06080 -1.61181 0.74593
C 1.21297 -2.28596 -1.55651
C -0.03171 2.64868 1.84372
C 2.12108 -2.06836 -0.53888
C 2.19854 3.63321 1.88411
C 0.27238 1.62317 2.93688
C -2.64436 -4.77632 -3.13394
H -0.51641 3.52809 2.30248
H -0.00082 3.53440 -0.59252
H 0.69609 2.12090 3.81017
H -2.15958 -4.96355 1.17692
H 1.57068 1.24536 -0.11914
H -2.69830 -5.56959 -3.87640
H 2.50967 2.93010 2.65727
H -0.91203 0.54740 4.40372
H 0.40189 4.92029 0.44971
H 4.18714 4.43521 1.55368
H -0.73998 2.21008 1.13666
H -2.00637 -0.62706 -1.13088
H -0.64817 -1.09519 2.70368
H 3.78389 2.99706 0.56834
H -1.86818 1.52251 3.26371
H 1.77417 5.01907 -1.59580
H -0.13113 -1.94195 -4.06458
H -2.16228 -2.87070 2.48821
H 2.94175 -0.60255 0.78135
H -1.20725 -0.70999 -3.37597
H -3.64417 -4.39509 -2.91482
H 2.35066 3.34885 -1.32240
H 1.85584 4.56581 2.36540
H 2.70522 -2.89437 -0.16635
H 1.00430 0.90412 2.56231
*
```

## Properties
Total energy = -2239.72314 hartree
SMILES = O=C(NCCCN1CCOCC1)c1ccc2c(c1)N(Cc1c(F)cccc1Cl)C(=O)CS2
HOMO = -8.5 eV

=====

Entry 3:
The molecule C3H3NO3S in a non-equilibrium geometry. Source: the Open Molecules 2025 dataset; level of theory: ωB97M-V with the def2-TZVPD basis set.

Geometry as ORCA input:
```
! wB97M-V def2-TZVPD RIJCOSX def2/J DEFGRID3
* xyz 0 1
S 2.92898 -0.07348 -0.03787
O 0.77440 -1.62553 -0.04253
O 0.35951 1.89911 -0.05030
O -2.19015 0.18386 -0.02390
N -0.60732 -1.51215 -0.16707
C 0.24529 0.55546 -0.04962
C 1.31512 -0.37029 -0.04286
C -0.90576 -0.15969 -0.06526
H 1.33715 2.08762 -0.04164
H -2.22418 1.14892 -0.01235
H -1.03303 -2.13384 0.53339
*
```

## Properties
Energy above the lowest of the compared OMol25 structures with the same formula, charge and spin = 59.09 kcal per mole
Total energy = -794.71606 hartree
SMILES = Oc1[nH]oc(=S)c1O
HOMO = -8.3 eV

=====

Entry 4:
A structure of composition C16H32N2O3Si2 in a non-equilibrium geometry. Source: the Open Molecules 2025 dataset; level of theory: ωB97M-V with the def2-TZVPD basis set.

Geometry as ORCA input:
```
! wB97M-V def2-TZVPD RIJCOSX def2/J DEFGRID3
* xyz 0 1
Si -2.30580 1.44992 0.58690
Si -2.14551 3.43014 2.79395
O 4.97565 -3.20061 -1.51522
O -1.84536 -3.69533 -3.05011
O -2.24452 -1.47569 -2.93245
N -2.66427 1.95540 2.14455
N 1.79348 -2.07950 -0.01264
C -2.78290 3.56524 4.56849
C -1.57824 -2.42019 -2.62448
C -0.25974 3.58309 2.88539
C 3.08001 -0.75966 -1.60791
C -0.36699 -2.91316 -0.43719
C -0.36375 -2.27941 -1.70320
C 0.70988 -2.77410 0.36657
C -3.00423 2.58354 -0.75242
C -3.07772 -0.25561 0.31132
C -2.81545 4.93137 1.86190
C 1.81838 -1.49520 -1.20652
C 0.76075 -1.56932 -2.08022
C 4.61181 -4.02749 -0.41514
C -0.43798 1.23972 0.27692
C 3.96706 -3.03180 -2.49910
C 3.76132 -1.52692 -2.77552
H 0.74948 -3.25495 1.34100
H 0.18292 3.73603 1.89815
H -2.66611 -0.97110 1.03088
H -2.46174 4.51063 5.02051
H -1.22695 -3.49912 -0.12168
H 2.85855 0.25050 -1.97863
H 3.75379 -0.64507 -0.74659
H -4.16176 -0.22395 0.42295
H -0.26277 0.69834 -0.66772
H 0.02619 4.44269 3.50332
H 3.02914 -3.57349 -2.30413
H 3.68616 -4.59941 -0.55881
H 0.02351 0.66550 1.08653
H 2.61120 -1.99349 0.57949
H 3.17176 -1.42626 -3.69665
H 4.36769 -3.44786 -3.44154
H 0.79818 -1.08118 -3.05088
H -2.84419 -0.60210 -0.70280
H -2.32702 5.05927 0.89341
H -3.89123 4.83853 1.70314
H 4.76222 -1.10735 -2.93715
H 0.06983 2.20199 0.19644
H -4.05124 2.81318 -0.55032
H -2.94770 2.10401 -1.73828
H 4.61954 -3.41248 0.50044
H 5.41590 -4.76986 -0.28674
H -3.87418 3.53446 4.58882
H -2.44839 3.52087 -0.81721
H 0.17921 2.68782 3.33152
H -1.69246 -4.28681 -2.29832
H -2.39718 2.74729 5.18114
H -2.63825 5.84894 2.43586
*
```

## Properties
Energy above the lowest of the compared OMol25 structures with the same formula, charge and spin = 8.96 kcal per mole
Total energy = -1543.03591 hartree
HOMO = -5.5 eV

=====

LUMO per entry: 0.327; 0.452; 0.301; -2.442 eV